[1]
{
  "formula": "C37H25FN5O7PZr",
  "method": "ωB97M-V with the def2-TZVPD basis set",
  "species": ["Zr", "O", "C", "C", "C", "C", "C", "C", "C", "P", "C", "C", "C", "C", "C", "C", "C", "C", "C", "C", "C", "C", "H", "H", "H", "H", "H", "H", "H", "H", "H", "H", "H", "H", "H", "H", "O", "N", "O", "C", "C", "C", "C", "C", "C", "N", "C", "C", "N", "C", "C", "C", "C", "H", "H", "H", "H", "H", "H", "H", "F", "C", "C", "N", "C", "C", "O", "O", "C", "O", "N", "C", "O", "H", "H", "H", "H"],
  "positions_angstrom": [[-0.02, 0.60, 0.28], [-1.61, 0.96, 1.76], [-2.09, 1.07, 0.61], [-3.40, 1.16, 0.05], [-4.59, 1.55, 0.67], [-5.76, 1.49, -0.07], [-5.73, 1.02, -1.38], [-4.55, 0.60, -1.99], [-3.37, 0.68, -1.27], [-1.73, 0.11, -1.83], [-1.94, -0.50, -3.51], [-1.64, 0.36, -4.56], [-1.86, -0.04, -5.87], [-2.39, -1.30, -6.13], [-2.70, -2.16, -5.08], [-2.48, -1.77, -3.77], [-1.45, -1.43, -0.85], [-2.24, -1.89, 0.22], [-1.92, -3.07, 0.87], [-0.83, -3.83, 0.46], [-0.06, -3.41, -0.61], [-0.36, -2.22, -1.26], [-4.59, 1.91, 1.69], [-6.69, 1.81, 0.37], [-6.66, 0.98, -1.95], [-4.56, 0.22, -3.00], [-1.22, 1.34, -4.36], [-1.63, 0.62, -6.69], [-2.57, -1.61, -7.15], [-3.12, -3.14, -5.29], [-2.73, -2.44, -2.96], [-3.11, -1.33, 0.52], [-2.55, -3.41, 1.68], [-0.61, -4.76, 0.96], [0.77, -4.02, -0.96], [0.23, -1.91, -2.12], [5.79, -4.48, 1.36], [4.61, -4.38, 1.58], [3.92, -5.17, 2.19], [3.91, -3.21, 1.00], [4.38, -2.75, -0.17], [3.71, -1.67, -0.84], [4.15, -1.15, -2.07], [3.45, -0.12, -2.65], [2.32, 0.38, -2.01], [1.89, -0.10, -0.85], [2.58, -1.10, -0.25], [2.11, -1.59, 1.03], [1.00, -1.01, 1.55], [0.56, -1.39, 2.74], [1.21, -2.38, 3.48], [2.30, -3.01, 2.96], [2.77, -2.64, 1.68], [5.26, -3.20, -0.62], [5.03, -1.57, -2.55], [3.77, 0.31, -3.59], [1.74, 1.19, -2.44], [-0.32, -0.89, 3.12], [0.83, -2.64, 4.47], [2.80, -3.79, 3.51], [-0.86, 4.28, 5.37], [0.23, 4.51, 4.64], [0.24, 4.28, 3.33], [1.37, 4.51, 2.56], [1.33, 4.30, 1.13], [0.94, 2.90, 0.78], [1.17, 1.93, 1.55], [0.38, 2.63, -0.35], [2.54, 5.02, 3.10], [3.52, 5.22, 2.43], [2.48, 5.24, 4.46], [1.41, 5.02, 5.33], [1.50, 5.24, 6.51], [-0.65, 3.92, 2.82], [2.36, 4.45, 0.78], [0.70, 5.01, 0.59], [3.33, 5.61, 4.87]],
  "e_lumo_ev": -6.872,
  "energy_ev": -73832.950,
  "homo_ev": -13.30,
  "molar_mass_g_mol": 792.8,
  "orbital_gap_ev": 6.430,
  "charge": 2
}


[2]
{
  "formula": "C37H26BrIrN13OSe",
  "method": "ωB97M-V with the def2-TZVPD basis set",
  "species": ["Ir", "Se", "N", "C", "C", "C", "C", "C", "N", "C", "C", "N", "C", "C", "C", "C", "C", "N", "H", "H", "H", "H", "H", "H", "C", "N", "C", "N", "C", "N", "C", "C", "C", "C", "C", "C", "C", "N", "N", "C", "O", "C", "C", "C", "C", "C", "C", "N", "C", "N", "C", "N", "C", "H", "H", "H", "H", "H", "H", "H", "H", "H", "H", "H", "H", "H", "H", "H", "H", "Br", "C", "C", "C", "C", "N", "C", "H", "H", "H", "H"],
  "positions_angstrom": [[-1.33, 1.23, 0.89], [-9.15, 0.27, 0.45], [-8.05, 1.52, -0.07], [-6.82, 1.23, 0.32], [-5.66, 2.02, 0.02], [-5.73, 3.23, -0.67], [-4.55, 3.91, -0.93], [-3.34, 3.32, -0.56], [-3.27, 2.19, 0.12], [-4.40, 1.55, 0.46], [-4.31, 0.38, 1.30], [-3.10, 0.08, 1.82], [-2.99, -0.95, 2.64], [-4.05, -1.80, 2.95], [-5.29, -1.53, 2.42], [-5.45, -0.41, 1.60], [-6.72, 0.01, 1.06], [-7.86, -0.62, 1.22], [-6.70, 3.61, -0.97], [-4.55, 4.86, -1.44], [-2.41, 3.79, -0.83], [-2.01, -1.13, 3.06], [-3.90, -2.63, 3.62], [-6.15, -2.16, 2.63], [3.52, 2.68, -1.88], [2.18, 2.20, -1.62], [1.64, 1.76, -0.48], [0.35, 1.50, -0.69], [0.16, 1.80, -2.00], [1.26, 2.22, -2.57], [4.56, 1.61, -2.11], [5.83, 2.02, -2.55], [6.83, 1.10, -2.80], [6.59, -0.25, -2.63], [5.34, -0.67, -2.16], [4.33, 0.27, -1.90], [5.10, -2.05, -1.92], [5.85, -3.08, -2.27], [5.27, -4.16, -1.87], [4.16, -3.84, -1.25], [4.00, -2.50, -1.26], [3.18, -4.73, -0.71], [3.30, -6.11, -0.92], [2.28, -6.95, -0.51], [1.15, -6.42, 0.11], [1.04, -5.05, 0.36], [-0.18, -4.51, 1.08], [-0.55, -3.18, 0.68], [-0.13, -1.99, 1.13], [-0.76, -1.02, 0.47], [-1.56, -1.70, -0.40], [-1.44, -2.99, -0.28], [2.06, -4.21, -0.04], [3.83, 3.31, -1.04], [3.46, 3.30, -2.78], [2.16, 1.63, 0.44], [-0.77, 1.72, -2.51], [6.01, 3.08, -2.70], [7.80, 1.44, -3.13], [7.36, -0.98, -2.82], [3.37, -0.09, -1.55], [4.17, -6.49, -1.41], [2.36, -8.01, -0.69], [0.36, -7.09, 0.41], [0.01, -4.53, 2.16], [-1.04, -5.16, 0.86], [0.60, -1.85, 1.90], [-2.21, -1.23, -1.11], [2.01, -3.14, 0.15], [1.63, 6.33, -0.01], [0.73, 5.25, 1.26], [0.80, 5.50, 2.63], [0.19, 4.60, 3.48], [-0.45, 3.48, 2.96], [-0.53, 3.25, 1.65], [0.02, 4.14, 0.82], [1.33, 6.37, 3.00], [0.22, 4.75, 4.55], [-0.90, 2.74, 3.61], [-0.09, 3.98, -0.24]],
  "e_lumo_ev": [-11.536, -11.533],
  "energy_ev": -198410.359,
  "homo_ev": [-13.81, -13.81],
  "molar_mass_g_mol": 1019.8,
  "orbital_gap_ev": [2.271, 2.274],
  "charge": 3
}


[3]
{
  "formula": "C37H26BrMoN8O8S5",
  "method": "ωB97M-V with the def2-TZVPD basis set",
  "species": ["Mo", "O", "C", "O", "C", "O", "O", "O", "C", "C", "C", "C", "C", "C", "C", "O", "N", "N", "C", "S", "C", "C", "S", "H", "H", "H", "H", "H", "H", "H", "H", "H", "C", "C", "N", "C", "C", "C", "C", "C", "C", "C", "C", "N", "C", "N", "H", "H", "H", "H", "H", "H", "H", "H", "H", "Br", "C", "C", "N", "C", "C", "C", "C", "O", "O", "H", "H", "H", "S", "C", "S", "C", "N", "N", "C", "C", "C", "C", "C", "C", "S", "H", "H", "H", "H", "H"],
  "positions_angstrom": [[0.48, -1.43, 0.35], [0.64, -4.85, 2.43], [0.24, -3.94, 1.75], [0.46, -2.64, 1.96], [-0.58, -4.17, 0.45], [-1.18, -5.19, 0.24], [-0.48, -3.14, -0.37], [-2.10, -1.16, -4.32], [-3.03, -1.53, -3.42], [-4.22, -2.08, -3.91], [-5.20, -2.50, -3.04], [-5.03, -2.38, -1.66], [-3.86, -1.83, -1.17], [-2.85, -1.39, -2.04], [-1.59, -0.95, -1.44], [-1.44, -0.92, -0.15], [-0.61, -0.62, -2.24], [0.61, -0.43, -1.52], [1.53, 0.02, -2.31], [1.14, 0.31, -3.98], [2.81, 0.80, -4.46], [3.77, 0.09, -3.54], [3.18, 0.35, -1.86], [-1.29, -0.91, -3.82], [-4.33, -2.18, -4.98], [-6.11, -2.95, -3.44], [-5.80, -2.73, -0.98], [-3.69, -1.73, -0.11], [2.90, 1.89, -4.37], [2.95, 0.51, -5.50], [4.78, 0.49, -3.60], [3.77, -0.99, -3.71], [4.30, -0.55, 2.21], [3.14, -1.14, 1.76], [2.19, -0.44, 1.13], [2.37, 0.87, 0.99], [3.49, 1.55, 1.44], [4.49, 0.81, 2.04], [3.59, 3.01, 1.15], [2.68, 3.94, 1.41], [1.45, 3.81, 2.25], [0.39, 4.69, 2.07], [-0.67, 4.59, 2.95], [-0.71, 3.67, 3.92], [0.33, 2.84, 3.97], [1.42, 2.88, 3.20], [5.05, -1.16, 2.70], [2.94, -2.19, 1.91], [1.59, 1.42, 0.50], [5.39, 1.30, 2.39], [4.47, 3.30, 0.58], [2.83, 4.93, 0.99], [0.39, 5.42, 1.27], [-1.52, 5.27, 2.89], [0.30, 2.06, 4.72], [2.51, -8.34, 0.46], [3.19, -6.88, -0.54], [4.29, -7.08, -1.36], [4.82, -6.09, -2.09], [4.23, -4.90, -2.03], [3.12, -4.62, -1.25], [2.59, -5.64, -0.47], [2.51, -3.24, -1.32], [2.57, -2.66, -2.40], [2.02, -2.81, -0.19], [4.76, -8.05, -1.42], [4.66, -4.11, -2.64], [1.73, -5.49, 0.17], [-2.17, 4.75, -0.92], [-1.98, 3.48, 0.14], [-0.80, 2.24, -0.04], [-1.31, 1.44, 1.45], [-2.31, 2.03, 1.99], [-2.68, 3.18, 1.27], [-3.86, 3.84, 1.75], [-4.94, 3.06, 2.13], [-6.10, 3.67, 2.59], [-6.17, 5.05, 2.69], [-5.07, 5.83, 2.34], [-3.91, 5.22, 1.87], [-0.44, 0.14, 2.19], [-4.86, 1.98, 2.05], [-6.95, 3.06, 2.86], [-7.08, 5.53, 3.05], [-5.11, 6.90, 2.43], [-3.05, 5.82, 1.59]],
  "s2": 2.021,
  "e_lumo_ev": [1.506, 1.382],
  "multiplicity": 3,
  "energy_ev": -193172.091,
  "homo_ev": [-5.55, -5.76],
  "molar_mass_g_mol": 1046.8,
  "orbital_gap_ev": [7.056, 7.137],
  "charge": -1
}


Question: Look up the charge of the second one.
Answer: +3